C46H61HfN8O2Te | ωB97M-V/def2-TZVPD

```
! RIJCOSX wB97M-V def2-TZVPD def2/J DEFGRID3
* xyz 2 2
Hf -0.333 -2.015 0.497
C -2.078 -4.681 -1.255
N -1.649 -4.440 0.120
C -0.876 -5.533 0.694
C 0.583 -5.265 0.510
N 1.102 -4.059 0.624
C 2.472 -4.249 0.585
C 3.508 -3.360 0.845
C 4.797 -3.837 0.741
C 5.062 -5.170 0.414
C 4.046 -6.089 0.240
C 2.748 -5.612 0.348
N 1.514 -6.224 0.306
C -1.808 -3.461 -2.070
N -0.902 -2.552 -1.767
C -1.028 -1.578 -2.748
C -0.364 -0.369 -2.913
C -0.716 0.399 -4.003
C -1.698 -0.003 -4.910
C -2.378 -1.192 -4.758
C -2.025 -1.967 -3.665
N -2.489 -3.171 -3.195
H -3.144 -4.940 -1.319
H -1.506 -5.516 -1.681
H -2.446 -4.207 0.709
H -1.133 -6.511 0.267
H -1.064 -5.581 1.773
H 3.273 -2.358 1.161
H 5.633 -3.185 0.949
H 6.088 -5.494 0.330
H 4.257 -7.127 0.046
H 1.340 -7.214 0.218
H 0.374 -0.046 -2.199
H -0.236 1.350 -4.162
H -1.921 0.637 -5.748
H -3.150 -1.498 -5.444
H -3.208 -3.737 -3.615
N 1.156 -0.646 2.334
H 1.399 0.312 2.080
H 1.968 -1.058 2.789
H 0.439 -0.580 3.057
C -1.796 -2.604 5.906
C -2.608 -2.567 4.607
C -3.544 -3.780 4.541
C -3.427 -1.271 4.528
C -1.718 -2.581 3.446
C -0.987 -2.584 2.478
H -2.462 -2.521 6.761
H -1.086 -1.780 5.942
H -1.245 -3.539 5.988
H -4.249 -3.746 5.367
H -2.977 -4.706 4.615
H -4.107 -3.780 3.609
H -4.160 -1.239 5.330
H -3.952 -1.214 3.576
H -2.778 -0.402 4.620
C -3.218 0.718 -0.006
C -2.091 -0.262 0.136
O -2.382 -1.523 0.206
N -0.842 0.054 0.178
Te -0.042 2.248 0.622
C -0.092 4.273 1.563
C -1.088 4.648 2.457
C -2.204 3.733 2.873
C -1.060 5.929 3.004
C -0.051 6.826 2.699
C -0.013 8.196 3.299
C 0.953 6.408 1.835
C 0.953 5.145 1.263
C 2.073 4.749 0.351
C -0.225 3.051 -1.368
C 0.767 2.836 -2.326
C 2.034 2.085 -2.048
C 0.613 3.356 -3.607
C -0.511 4.077 -3.975
C -0.681 4.609 -5.359
C -1.470 4.311 -2.998
C -1.337 3.833 -1.701
C -2.366 4.223 -0.690
H -4.170 0.193 0.052
H -3.142 1.228 -0.965
H -3.169 1.461 0.788
H -1.989 2.698 2.591
H -3.142 4.046 2.412
H -2.338 3.778 3.952
H -1.848 6.218 3.685
H -0.913 8.392 3.875
H 0.083 8.950 2.521
H 0.850 8.287 3.958
H 1.766 7.080 1.602
H 2.907 5.436 0.457
H 1.734 4.773 -0.684
H 2.416 3.738 0.586
H 1.995 1.667 -1.043
H 2.883 2.765 -2.131
H 2.178 1.289 -2.779
H 1.400 3.183 -4.329
H 0.158 4.340 -5.993
H -0.757 5.693 -5.326
H -1.598 4.226 -5.804
H -2.340 4.901 -3.249
H -3.358 4.240 -1.129
H -2.143 5.223 -0.318
H -2.354 3.539 0.155
C 2.546 -2.658 -2.824
N 3.306 -1.672 -2.088
C 4.639 -1.398 -2.578
C 2.822 -1.104 -0.987
C 3.735 -0.138 -0.280
O 1.675 -1.360 -0.555
H 2.521 -2.394 -3.880
H 1.531 -2.697 -2.437
H 3.014 -3.638 -2.720
H 4.780 -1.903 -3.529
H 5.393 -1.761 -1.879
H 4.782 -0.329 -2.732
H 4.633 -0.642 0.075
H 3.216 0.303 0.564
H 4.062 0.665 -0.936
*
```

The max |F| is 1.686 eV/Å. The calculation puts the highest occupied orbital energy (alpha / beta) at -12.27 / -12.52 eV. The HOMO-LUMO gap (alpha / beta) is 8.2 / 6.4 eV. The calculation puts the total energy at -2693.7245 Ha.

Here are the Mulliken charges for atoms 1 to 5, given in e: Hf 1.17; C -0.94; N -0.06; C -1.46; C 0.37



C46H61IN4OP3SiTeTi | ωB97M-V/def2-TZVPD

```
! RIJCOSX wB97M-V def2-TZVPD def2/J DEFGRID3
* xyz 0 2
Ti 10.742 12.443 11.647
C 12.361 12.691 16.830
C 11.849 12.107 15.487
C 11.833 10.550 15.612
P 12.613 12.692 13.898
C 13.389 14.311 14.223
C 12.469 15.395 14.818
C 14.699 14.360 15.038
C 14.106 11.631 13.620
C 14.995 11.252 14.663
C 16.103 10.535 14.397
C 16.436 10.217 13.084
C 15.645 10.677 12.042
C 14.412 11.335 12.301
Si 13.191 11.878 10.854
C 14.117 11.061 9.301
C 14.495 11.951 8.267
C 15.239 11.521 7.166
C 15.710 10.208 7.136
C 15.338 9.321 8.104
C 14.555 9.722 9.216
P 13.930 8.352 10.295
C 15.355 7.395 11.030
C 16.669 7.211 10.256
C 14.775 6.010 11.430
C 13.078 7.224 9.048
C 13.818 6.349 8.033
C 12.179 8.204 8.273
C 13.882 13.723 10.705
C 15.314 13.928 10.839
C 15.889 15.167 11.017
C 15.076 16.328 11.097
C 13.725 16.149 10.961
C 13.138 14.911 10.792
P 11.299 14.892 10.663
C 11.042 15.291 8.854
C 11.990 16.324 8.219
C 11.035 13.997 8.039
C 10.550 16.308 11.596
C 10.791 17.805 11.332
C 9.024 16.089 11.543
H 11.786 12.279 17.660
H 12.296 13.764 16.896
H 13.396 12.403 16.972
H 10.781 12.379 15.421
H 12.844 10.209 15.860
H 11.507 10.052 14.697
H 11.144 10.303 16.426
H 13.593 14.621 13.198
H 12.656 15.471 15.921
H 11.422 15.178 14.722
H 12.643 16.396 14.433
H 14.535 14.108 16.094
H 15.147 15.383 15.031
H 15.484 13.679 14.679
H 14.696 11.503 15.701
H 16.811 10.210 15.151
H 17.378 9.685 12.941
H 15.962 10.445 11.021
H 14.107 12.961 8.347
H 15.490 12.145 6.305
H 16.295 9.775 6.307
H 15.643 8.287 7.968
H 15.587 7.976 11.949
H 16.487 6.796 9.272
H 17.241 6.504 10.840
H 17.205 8.165 10.228
H 14.867 5.337 10.597
H 13.726 6.059 11.757
H 15.362 5.546 12.235
H 12.423 6.590 9.668
H 14.405 7.023 7.423
H 13.144 5.942 7.322
H 14.494 5.633 8.464
H 12.728 8.827 7.567
H 11.743 8.831 9.011
H 11.436 7.664 7.769
H 15.910 13.041 10.711
H 16.929 15.299 11.193
H 15.436 17.337 11.152
H 13.065 17.022 11.047
H 10.032 15.719 8.815
H 13.029 15.959 8.314
H 11.902 17.299 8.616
H 11.903 16.383 7.133
H 11.921 13.346 8.258
H 11.040 14.210 6.950
H 10.173 13.352 8.207
H 10.913 16.104 12.652
H 10.786 18.084 10.273
H 11.702 18.177 11.793
H 10.018 18.412 11.872
H 8.640 16.553 10.647
H 8.556 16.583 12.421
H 8.702 15.041 11.572
Te 10.240 10.035 12.294
O 10.491 10.903 8.940
C 10.766 11.441 9.900
I 6.302 9.989 8.035
C 7.233 11.580 8.982
C 7.296 12.877 8.492
N 8.045 13.599 9.390
N 8.429 12.794 10.433
C 7.874 11.621 10.213
H 6.916 13.266 7.577
H 8.441 14.515 9.319
H 8.058 10.818 10.881
N 4.227 14.388 16.037
C 5.169 14.327 15.383
C 6.366 14.012 14.571
C 6.546 12.781 13.999
C 7.827 12.542 13.495
N 8.888 13.333 13.519
C 8.660 14.523 14.112
C 7.429 14.894 14.648
H 5.756 12.059 13.996
H 7.984 11.572 13.056
H 9.522 15.181 14.180
H 7.252 15.938 15.031
*
```

The max |F| is 2.639 eV/Å. The calculation puts the highest occupied orbital energy (alpha / beta) at -5.86 / -6.41 eV. The HOMO-LUMO gap (alpha / beta) is 5.5 / 6.0 eV. The calculation puts the total energy at -4812.3642 Ha.

Here are the Mulliken charges for atoms 1 to 5, given in e: Ti 0.64; C -1.53; C 1.17; C -1.30; P 0.58